Record 1
{
  "formula": "C4H4N2O2",
  "method": "wB97M-V/def2-TZVPD",
  "charge": 0,
  "largest_force_ev_per_a": 7.23,
  "orbital_gap_ev": 9.0,
  "homo_energy_ev": -8.96,
  "symbols": ["O", "C", "C", "C", "C", "N", "N", "O", "H", "H", "H", "H"],
  "coordinates": [[-2.032, 1.585, 0.109], [-1.055, 0.927, -0.119], [0.328, 1.351, -0.219], [1.438, 0.579, 0.017], [1.256, -0.873, 0.090], [-0.012, -1.233, -0.201], [-0.976, -0.521, -0.270], [-2.229, -1.192, -0.041], [0.761, 2.343, -0.154], [2.404, 0.944, 0.064], [1.915, -1.723, 0.229], [-1.796, -2.186, 0.494]],
  "forces_ev_per_a": [[-0.21, -0.52, -0.37], [1.52, -0.24, 0.14], [2.58, 0.65, 0.87], [-2.38, -3.95, -0.50], [-2.59, 1.64, -1.50], [5.71, -4.05, 1.81], [-5.56, 3.36, 0.36], [2.71, -3.88, 1.86], [-1.66, 0.82, -0.32], [1.66, 1.13, 0.26], [0.23, 0.57, -0.05], [-2.01, 4.46, -2.55]]
}


Record 2
{
  "formula": "C4H4N2O2",
  "method": "wB97M-V/def2-TZVPD",
  "charge": 0,
  "largest_force_ev_per_a": 5.27,
  "orbital_gap_ev": 9.9,
  "homo_energy_ev": -9.30,
  "symbols": ["C", "C", "O", "C", "N", "N", "C", "O", "H", "H", "H", "H"],
  "coordinates": [[0.628, -1.496, -0.913], [0.063, -0.371, -1.337], [-0.865, 0.630, -1.034], [-0.701, 1.721, -0.139], [-0.329, 1.609, 1.087], [0.551, 0.462, 1.066], [0.019, -0.634, 1.051], [0.718, -1.827, 0.501], [1.390, -1.860, -1.671], [0.446, -0.231, -2.350], [-1.287, 2.702, -0.370], [-0.984, -0.851, 1.607]],
  "forces_ev_per_a": [[1.31, 0.67, 2.11], [0.53, 0.69, -2.96], [0.64, 1.16, 0.67], [-2.50, 0.25, 1.08], [1.72, -0.61, -1.50], [0.77, 1.80, -0.39], [-1.69, -4.24, 2.62], [-1.56, 2.59, -1.30], [-1.06, -0.38, 1.69], [-0.72, 0.33, -0.16], [1.07, -2.26, -0.23], [1.48, 0.00, -1.63]]
}


Record 3
{
  "formula": "C4H4N2O2",
  "method": "wB97M-V/def2-TZVPD",
  "charge": 0,
  "largest_force_ev_per_a": 7.31,
  "orbital_gap_ev": 8.6,
  "homo_energy_ev": -8.74,
  "symbols": ["C", "C", "C", "C", "H", "H", "H", "H", "N", "N", "O", "O"],
  "coordinates": [[-2.286, 0.029, -0.002], [-1.316, -0.864, -0.045], [1.675, 1.178, 0.122], [2.151, -0.328, -0.006], [-2.188, 1.109, -1.013], [-3.561, -0.160, 0.669], [-1.251, -1.918, 0.678], [2.208, 2.049, 0.618], [-0.026, -0.298, -0.424], [0.317, 1.005, -0.297], [3.297, -0.645, -0.129], [0.980, -1.156, -0.169]],
  "forces_ev_per_a": [[-5.05, 2.25, -1.82], [1.10, -0.73, 3.25], [-5.00, -5.11, -1.54], [0.58, 3.12, 0.07], [-0.39, -3.40, 3.87], [4.50, 0.52, -2.59], [-0.01, 3.35, -2.50], [-1.12, -1.16, -1.40], [0.05, 1.13, -0.75], [3.07, 0.84, 2.63], [-0.92, -1.26, 0.38], [3.19, 0.45, 0.40]]
}


Record 4
{
  "formula": "C4H4N2O2",
  "method": "wB97M-V/def2-TZVPD",
  "charge": 0,
  "largest_force_ev_per_a": 5.82,
  "orbital_gap_ev": [9.2, 7.0],
  "homo_energy_ev": [-9.72, -8.33],
  "symbols": ["C", "C", "C", "C", "N", "N", "O", "O", "H", "H", "H", "H"],
  "coordinates": [[-1.871, 0.722, 0.839], [-0.206, -0.586, 1.440], [-0.758, -0.048, 0.311], [0.836, 0.081, -2.107], [-1.975, 0.612, 2.119], [1.961, -0.016, -1.546], [0.395, -0.153, -3.168], [-0.947, -0.298, 2.534], [-2.495, 1.475, 0.389], [0.372, -1.384, 1.590], [2.161, 0.386, -0.560], [2.527, -0.789, -1.840]],
  "forces_ev_per_a": [[1.28, 0.12, -0.37], [-3.48, 2.00, -1.21], [0.36, 0.71, 0.37], [-3.92, 0.57, -0.69], [0.58, -0.96, 0.98], [3.73, 0.72, 4.42], [-0.31, -0.18, 0.00], [-0.74, 1.25, -0.76], [-0.20, -0.24, -0.39], [2.84, -2.64, 0.43], [-0.88, -1.18, -2.49], [0.73, -0.16, -0.28]]
}


Record 5
{
  "formula": "C4H4N2O2",
  "method": "wB97M-V/def2-TZVPD",
  "charge": 0,
  "largest_force_ev_per_a": 4.89,
  "orbital_gap_ev": 8.3,
  "homo_energy_ev": -8.62,
  "symbols": ["H", "N", "C", "N", "C", "C", "C", "O", "O", "H", "H", "H"],
  "coordinates": [[-3.673, 0.366, 0.500], [-3.103, -0.528, 0.275], [-1.865, -0.158, -0.137], [-1.332, 1.166, -0.216], [-0.074, 1.059, -0.203], [0.350, -0.280, -0.098], [1.681, -0.681, -0.024], [2.654, 0.187, 0.087], [-0.784, -1.031, -0.397], [0.665, 1.829, -0.026], [1.988, -1.687, -0.256], [3.494, -0.242, 0.494]],
  "forces_ev_per_a": [[1.52, -1.68, -0.85], [4.07, 2.35, -1.36], [-3.05, -0.26, 1.49], [-1.95, 0.40, -0.12], [1.10, 0.63, 1.75], [2.45, -1.47, -1.21], [-3.87, -1.24, -1.03], [3.37, 0.67, 1.45], [-0.71, -0.50, 1.12], [-0.41, 0.59, -0.51], [-0.28, -0.53, 0.40], [-2.24, 1.05, -1.14]]
}


Record 6
{
  "formula": "C4H4N2O3",
  "method": "wB97M-V/def2-TZVPD",
  "charge": 0,
  "largest_force_ev_per_a": 3.43,
  "orbital_gap_ev": 8.9,
  "homo_energy_ev": -8.74,
  "symbols": ["C", "C", "C", "C", "N", "N", "O", "O", "O", "H", "H", "H", "H"],
  "coordinates": [[1.665, 1.143, -0.879], [0.669, 0.232, -0.734], [2.951, -1.611, 0.392], [-0.175, -0.063, 0.491], [2.992, 2.731, 0.338], [2.282, 1.939, -0.070], [3.163, -1.758, -0.720], [2.746, -1.459, 1.520], [0.258, -0.544, -1.708], [-1.338, -0.081, 0.375], [0.203, -0.988, 0.902], [0.040, 0.660, 1.313], [0.724, -0.356, -2.601]],
  "forces_ev_per_a": [[-0.58, -1.15, -0.55], [-0.07, 1.75, 1.59], [-0.10, 0.22, 1.19], [-0.83, 1.17, 1.14], [-1.19, -1.24, -0.01], [0.89, 1.25, 0.00], [0.35, -0.37, -1.70], [-0.13, 0.06, 0.47], [0.61, -0.39, -3.36], [2.31, -0.15, -0.30], [-0.37, -0.65, 0.02], [-0.13, -0.26, -0.77], [-0.76, -0.24, 2.28]]
}


Record 7
{
  "formula": "C4H4N2O4P",
  "method": "wB97M-V/def2-TZVPD",
  "charge": -1,
  "largest_force_ev_per_a": 3.20,
  "orbital_gap_ev": 7.6,
  "homo_energy_ev": -3.64,
  "symbols": ["C", "C", "C", "C", "N", "N", "O", "O", "O", "O", "P", "H", "H", "H", "H"],
  "coordinates": [[2.370, -0.732, -0.067], [2.697, 0.566, -0.017], [-2.650, -0.292, 0.236], [0.983, -0.887, 0.429], [0.564, 0.510, 0.650], [-2.788, 0.920, -0.395], [-3.572, -0.814, 0.846], [-1.483, -0.841, 0.066], [1.694, 1.340, 0.572], [-1.569, 1.290, -1.015], [-0.239, -0.062, -0.778], [3.046, -1.386, -0.513], [3.679, 0.862, -0.346], [0.914, -1.480, 1.249], [-3.647, 1.007, -0.917]],
  "forces_ev_per_a": [[-0.72, 2.16, 0.16], [-0.93, -1.62, 0.18], [-2.04, 0.26, -0.12], [1.18, 1.23, -1.94], [-0.63, -0.69, 0.48], [1.28, 0.14, 0.75], [0.28, -0.08, -0.10], [0.34, -0.82, 0.46], [1.90, 1.27, -0.71], [-0.56, -0.37, -0.49], [-0.10, 0.65, -0.48], [0.71, -1.48, -0.48], [-0.17, 1.22, 0.30], [-0.76, -2.07, 2.31], [0.23, 0.20, -0.31]]
}


Record 8
{
  "formula": "C4H4N2P",
  "method": "wB97M-V/def2-TZVPD",
  "charge": 1,
  "largest_force_ev_per_a": 4.42,
  "orbital_gap_ev": [6.7, 6.7],
  "homo_energy_ev": [-14.56, -14.56],
  "symbols": ["C", "C", "C", "C", "N", "N", "P", "H", "H", "H", "H"],
  "coordinates": [[-0.396, 1.048, -0.430], [-0.565, -0.168, -1.191], [-0.202, 0.771, 0.860], [-0.747, -1.310, -0.451], [2.676, 0.169, 1.092], [1.769, -0.453, 1.118], [-0.661, -0.995, 1.299], [-0.206, 1.878, -0.931], [-0.867, -0.095, -2.209], [0.080, 1.483, 1.752], [-0.881, -2.329, -0.908]],
  "forces_ev_per_a": [[0.65, -3.42, 2.43], [-2.31, -0.70, 1.00], [-0.60, 2.53, 2.43], [0.62, -1.68, 0.18], [-1.08, -1.09, 0.03], [1.67, 0.48, 0.34], [0.70, 0.09, -2.20], [0.66, 4.02, -1.73], [0.49, -0.27, -0.97], [-0.70, -1.25, -2.16], [-0.09, 1.29, 0.65]]
}


Record 9
{
  "formula": "C4H4N2S",
  "method": "wB97M-V/def2-TZVPD",
  "charge": 0,
  "largest_force_ev_per_a": 5.07,
  "orbital_gap_ev": 7.3,
  "homo_energy_ev": -9.19,
  "symbols": ["N", "C", "C", "C", "N", "C", "S", "H", "H", "H", "H"],
  "coordinates": [[-2.970, -1.397, -0.194], [-2.031, -0.688, -0.107], [-1.094, 0.403, 0.053], [0.283, 0.212, 0.155], [1.160, 1.300, 0.007], [0.791, -1.153, 0.265], [2.445, -1.239, -0.140], [-1.535, 1.290, 0.173], [2.115, 1.211, -0.477], [0.636, 2.035, -0.543], [0.200, -1.973, 0.809]],
  "forces_ev_per_a": [[2.76, 1.65, 0.06], [-2.24, -1.02, 0.47], [2.73, -4.26, 0.26], [-1.72, 0.47, -1.30], [-0.38, 1.30, -1.84], [3.36, -0.16, 0.33], [-2.67, -1.17, 0.78], [-1.45, 3.57, -0.04], [-2.14, -0.74, 1.42], [0.92, -0.90, 1.15], [0.83, 1.26, -1.30]]
}


Record 10
{
  "formula": "C4H4N2S",
  "method": "wB97M-V/def2-TZVPD",
  "charge": 0,
  "largest_force_ev_per_a": 1.48,
  "orbital_gap_ev": 8.3,
  "homo_energy_ev": -8.62,
  "symbols": ["H", "N", "C", "N", "C", "C", "C", "S", "H", "H", "H"],
  "coordinates": [[-0.846, 2.566, -0.196], [-0.539, 1.629, -0.437], [0.508, 1.229, 0.151], [1.081, 0.036, -0.132], [0.476, -1.071, -0.292], [-0.913, -1.380, -0.091], [-1.940, -0.560, -0.022], [-3.302, 0.173, 0.025], [1.114, 1.810, 0.861], [1.096, -1.916, -0.565], [-1.143, -2.436, -0.038]],
  "forces_ev_per_a": [[0.24, 0.04, 0.22], [-0.18, -0.10, -0.35], [-0.14, 0.90, 0.39], [1.14, -0.89, -0.35], [0.18, 0.48, 0.18], [-0.02, -0.24, -0.06], [-0.84, 0.17, -0.05], [0.11, -0.24, 0.09], [-0.31, 0.05, -0.06], [0.05, -0.13, -0.07], [-0.22, -0.06, 0.06]]
}